Below is one molecule with the formula C18H20ClFN4O2, with properties calculated with the ωB97M-V functional and the def2-TZVPD basis.

```
! RIJCOSX wB97M-V def2-TZVPD def2/J DEFGRID3
* xyz 0 1
C -6.338 -1.395 -0.479
O -5.456 -0.336 -0.111
C -4.158 -0.664 0.007
C -3.276 0.407 0.394
C -1.968 0.151 0.525
C -1.461 -1.189 0.262
N -0.239 -1.583 0.302
C 0.781 -0.696 0.631
O 0.941 -0.237 1.742
C 1.755 -0.428 -0.498
C 1.108 0.388 -1.602
C 0.775 1.870 -1.331
N 1.254 2.193 -2.686
C 2.022 3.413 -2.844
C 2.559 3.503 -4.251
C 1.646 3.553 -5.301
C 2.061 3.611 -6.616
C 3.417 3.616 -6.876
F 3.814 3.676 -8.166
C 4.384 3.563 -5.888
C 5.847 3.565 -6.223
C 3.911 3.504 -4.573
Cl 5.112 3.418 -3.311
C 2.006 0.924 -2.733
N -2.433 -2.094 -0.060
N -3.760 -1.864 -0.207
H -7.328 -0.951 -0.523
H -6.062 -1.806 -1.450
H -6.312 -2.193 0.263
H -3.699 1.385 0.578
H -1.263 0.906 0.840
H 2.615 0.098 -0.085
H 2.087 -1.387 -0.902
H 0.244 -0.135 -2.014
H -0.260 2.152 -1.131
H 1.423 2.282 -0.544
H 1.356 4.262 -2.659
H 2.836 3.472 -2.112
H 0.590 3.531 -5.064
H 1.360 3.653 -7.439
H 6.326 2.657 -5.856
H 5.996 3.629 -7.297
H 6.348 4.409 -5.748
H 3.046 1.043 -2.393
H 1.997 0.413 -3.696
H -2.146 -3.041 -0.243
*
```

Output
* E_tot: -1627.4240 Ha
* SMILES: COc1cc/c(=N\C(=O)CC2CN(Cc3ccc(F)c(C)c3Cl)C2)[nH]n1
* LUMO: 0.1 eV
* energy above the lowest of the compared OMol25 structures with the same formula, charge and spin: 19.47 kJ/mol

Atomic partial charges in e from the Löwdin method, atoms 1 to 4: C -0.0672; O -0.0635; C -0.3721; C 0.0499

Below is C18H20ClNPRh as an isolated structure at a distorted geometry, with properties calculated with the ωB97M-V functional and the def2-TZVPD basis.

```
! RIJCOSX wB97M-V def2-TZVPD def2/J DEFGRID3
* xyz 2 5
Rh -1.059 -0.152 2.410
Cl -2.782 -0.767 3.855
P -0.310 -0.541 0.515
C 1.356 0.209 0.489
C 1.644 1.382 -0.210
C 2.937 1.910 -0.145
C 3.926 1.258 0.595
C 3.604 0.133 1.359
C 2.321 -0.410 1.291
C -0.183 -2.103 -0.427
C -1.276 -2.980 -0.466
C -1.187 -4.180 -1.179
C -0.022 -4.483 -1.899
C 1.039 -3.574 -1.921
C 0.965 -2.389 -1.180
C -1.324 0.448 -0.651
C -2.448 0.970 -0.023
C -3.304 1.822 -0.724
C -3.060 2.078 -2.074
C -1.948 1.522 -2.721
C -1.068 0.693 -2.009
H -2.164 -2.732 0.111
H -2.018 -4.885 -1.151
H 0.050 -5.419 -2.451
H 1.932 -3.772 -2.512
H 1.796 -1.685 -1.171
H 0.867 1.872 -0.791
H 3.172 2.834 -0.672
H 4.956 1.617 0.575
H 4.351 -0.337 1.997
H 2.045 -1.302 1.864
H -2.613 0.705 1.048
H -4.143 2.278 -0.198
H -3.749 2.726 -2.618
H -1.760 1.753 -3.772
H -0.193 0.268 -2.506
H 1.308 4.622 0.482
H 0.591 4.713 0.274
N -0.585 1.296 3.957
H 0.391 1.576 4.056
H -1.132 2.137 3.762
H -0.920 0.889 4.831
*
```

Output
* E_tot: -1664.0294 Ha
* LUMO (alpha / beta): -6.8 / -11.3 eV
* ⟨S²⟩: 6.03

Atomic partial charges in e from the Löwdin method, atoms 1 to 4: Rh 0.6253; Cl -0.0263; P 0.8452; C -0.3909

Below is one molecule with the formula C18H20F2N2O4S, with properties calculated with the ωB97M-V functional and the def2-TZVPD basis.

```
! RIJCOSX wB97M-V def2-TZVPD def2/J DEFGRID3
* xyz 0 1
C -2.399 2.165 0.878
C -1.925 0.840 1.462
C -1.889 0.854 2.999
C -3.285 0.738 3.606
N -1.047 -0.195 3.536
S 0.528 0.131 3.920
O 1.056 -1.070 4.494
O 0.546 1.350 4.669
C 1.344 0.420 2.350
C 1.724 -0.661 1.584
C 2.284 -0.463 0.333
C 2.459 0.836 -0.140
O 2.962 1.152 -1.371
C 3.384 0.108 -2.217
C 2.246 -0.796 -2.708
O 2.439 -1.936 -3.058
N 1.048 -0.157 -2.705
C -0.212 -0.675 -2.996
C -0.432 -1.968 -3.466
C -1.716 -2.412 -3.722
C -2.787 -1.563 -3.510
F -4.035 -1.996 -3.757
C -2.611 -0.270 -3.045
C -1.323 0.148 -2.798
F -1.115 1.406 -2.342
C 2.088 1.924 0.654
C 1.532 1.714 1.898
H -2.344 2.141 -0.207
H -3.426 2.374 1.163
H -1.770 2.979 1.232
H -2.582 0.032 1.127
H -0.921 0.628 1.088
H -1.421 1.779 3.348
H -3.904 1.576 3.300
H -3.211 0.735 4.689
H -3.760 -0.187 3.287
H -1.202 -1.122 3.179
H 1.586 -1.655 1.978
H 2.571 -1.319 -0.257
H 4.153 -0.517 -1.748
H 3.829 0.603 -3.086
H 1.054 0.811 -2.399
H 0.413 -2.617 -3.625
H -1.890 -3.412 -4.086
H -3.449 0.387 -2.883
H 2.245 2.919 0.268
H 1.242 2.535 2.534
*
```

Output
* E_tot: -1706.3151 Ha
* SMILES: CC[C@@H](C)NS(=O)(=O)c1ccc(OCC(=O)Nc2ccc(F)cc2F)cc1
* LUMO: 0.5 eV
* energy above the lowest of the compared OMol25 structures with the same formula, charge and spin: 0.00 kJ/mol

Atomic partial charges in e from the Löwdin method, atoms 1 to 4: C -0.0851; C -0.2125; C -0.4339; C -0.0412

Below is one molecule with the formula C18H20FN5O2, with properties calculated with the ωB97M-V functional and the def2-TZVPD basis.

```
! RIJCOSX wB97M-V def2-TZVPD def2/J DEFGRID3
* xyz 0 1
C 7.048 -0.036 0.496
O 5.874 0.643 0.876
C 4.677 0.133 0.498
C 4.494 -1.022 -0.257
C 3.219 -1.441 -0.584
C 2.076 -0.744 -0.188
C 0.767 -1.259 -0.573
N 0.549 -2.602 -0.565
N -0.642 -2.936 -1.040
C -1.212 -1.803 -1.391
C -0.384 -0.699 -1.114
C -0.746 0.722 -1.384
N -2.023 1.049 -0.772
C -2.506 2.373 -1.115
C -3.649 2.592 -0.133
C -3.122 1.953 1.157
C -2.017 0.977 0.691
C -2.274 -0.416 1.147
N -1.509 -1.056 1.985
O -2.061 -2.266 2.173
N -3.184 -2.403 1.453
C -3.362 -1.289 0.802
C -4.495 -1.028 -0.110
C 2.293 0.405 0.572
F 1.249 1.130 1.020
C 3.552 0.846 0.912
H 7.870 0.546 0.909
H 7.149 -0.083 -0.593
H 7.078 -1.048 0.910
H 5.336 -1.602 -0.599
H 3.103 -2.328 -1.188
H 1.154 -3.309 -0.177
H -2.187 -1.796 -1.833
H 0.056 1.397 -1.043
H -0.868 0.863 -2.465
H -2.828 2.391 -2.158
H -1.726 3.142 -0.975
H -3.890 3.645 -0.006
H -4.540 2.071 -0.483
H -3.910 1.437 1.705
H -2.692 2.704 1.817
H -1.048 1.285 1.106
H -4.154 -0.408 -0.935
H -5.286 -0.498 0.422
H -4.896 -1.968 -0.477
H 3.672 1.737 1.504
*
```

Output
* E_tot: -1221.9522 Ha
* SMILES: COc1ccc(-c2[nH]ncc2CN2CCC[C@H]2c2nonc2C)c(F)c1
* LUMO: 0.7 eV
* energy above the lowest of the compared OMol25 structures with the same formula, charge and spin: 308.77 kJ/mol

Atomic partial charges in e from the Löwdin method, atoms 1 to 4: C -0.0832; O -0.0741; C -0.2715; C -0.0172